# 1
C19H16N4O5S | ωB97M-V/def2-TZVPD

```
45
C19H16N4O5S (ωB97M-V/def2-TZVPD)
H 1.2816 0.2668 -1.8507
C 1.0486 -2.2171 5.0851
H -2.5616 1.7489 -3.3331
C -1.8652 0.3326 -1.0402
C 0.8724 -0.9209 2.6405
N -1.9870 3.6391 -3.8498
C -1.3074 4.7239 -3.5221
H -0.0352 3.7970 -0.5385
H -0.7142 1.7022 -0.0821
C 0.3419 -1.0308 4.9874
C -1.9910 2.6113 -3.0236
H 0.5727 -4.5687 -2.5148
H -0.1370 -0.5944 5.8508
H -1.3429 5.5333 -4.2388
O -1.5630 0.7182 2.9767
H 2.2123 -3.6830 4.0438
C 1.6257 -1.4196 -3.1339
C 0.4445 -1.5300 -1.0534
H -2.0590 -1.5284 0.0169
N -0.5792 0.8004 3.6774
C 1.4242 -2.7766 -3.3202
H -0.0425 5.7399 -2.1095
O -2.5791 -0.0282 -1.9479
C -0.5866 4.8374 -2.3414
O 0.5008 1.2950 1.2869
C 0.2428 -0.3947 3.7559
N -1.2770 1.5456 -0.9173
S 0.9669 -0.0488 1.0642
C -1.4909 -0.6000 0.1239
O -0.2687 1.7367 4.3638
C 1.1320 -0.7908 -2.0045
N -0.0723 -0.9033 0.1141
C -0.5824 3.7640 -1.4708
H 2.0926 -2.4683 1.8702
H 1.1225 -2.7157 6.0388
C 0.7329 -3.5107 -2.3710
H 1.8034 -3.2622 -4.2066
H -0.2930 -3.4550 -0.4864
O 2.2976 -0.2400 0.5868
C 1.6618 -2.7587 3.9649
H 2.1605 -0.8442 -3.8740
C 0.2464 -2.8919 -1.2333
C -1.3007 2.6171 -1.8088
C 1.5868 -2.1005 2.7485
H -1.7347 -0.1269 1.0760
```

Output
* E_HOMO: -8.629 eV
* relative energy (zero: lowest compared OMol25 entry of this formula, charge and spin): 7.8 kJ/mol
* LUMO: -0.0198 hartree
* total charge: 0
* SMILES: O=C(CN(c1ccccc1)S(=O)(=O)c1ccccc1[N+](=O)[O-])Nc1cccnc1
* frontier orbital gap: 0.29731 Ha
* total energy: -1726.948600 hartree

# 2
C12H15LiN9O | ωB97M-V/def2-TZVPD

```
38
C12H15LiN9O (ωB97M-V/def2-TZVPD)
Li 0.4027 -0.1787 -0.1927
C 1.0551 2.2150 1.6427
C -2.1814 -2.7647 1.1397
C 0.1139 0.8686 -4.3765
H 0.2937 -0.9716 -3.2838
H 1.4015 0.4057 2.5394
C 0.6759 2.5412 -0.5560
H -1.0619 -5.9228 1.3882
C 0.1232 2.2478 -4.2657
N 1.0143 3.5150 1.9000
H -2.6864 -2.4410 2.0523
C 0.3072 2.8214 -3.0171
H -1.2412 -5.1855 3.0051
N 0.7475 5.6116 1.0279
C 0.7959 4.2912 0.8396
N 0.8996 1.6596 0.4228
N 0.4776 0.6475 -2.0274
C 0.4744 1.9842 -1.9269
H -2.9296 -3.0337 0.3936
N 0.6191 3.8463 -0.4238
N -1.2268 -3.8296 1.3835
C -1.5392 -5.1232 1.9567
H 0.3202 3.8910 -2.8753
H -2.6122 -5.2834 1.8940
H -0.0108 2.8711 -5.1395
N 1.0981 -4.1004 1.2868
N 0.0412 -2.1072 0.6659
H 1.0673 -5.0460 1.6216
H 0.5686 6.2197 0.2498
C 0.2933 0.1104 -3.2308
H -0.0296 0.3767 -5.3279
H 0.8582 5.9911 1.9507
C 0.0016 -3.3645 1.1152
N 1.2569 1.3874 2.6830
O -1.5660 -0.5601 0.2376
H 1.4470 1.7879 3.5842
H 1.9869 -3.7067 1.0336
C -1.2558 -1.6713 0.6299
```

Output
* E_HOMO: -12.077 eV
* relative energy (zero: lowest compared OMol25 entry of this formula, charge and spin): 19.7 kJ/mol
* LUMO: -0.0932 hartree
* total charge: +1
* frontier orbital gap: 0.35061 Ha
* total energy: -1041.884830 hartree

# 3
C2H8NO2 | ωB97M-V/def2-TZVPD

```
13
C2H8NO2 (ωB97M-V/def2-TZVPD)
H 1.4568 -1.5136 -1.0723
H 0.7176 2.0085 -0.4052
N -0.1302 1.5400 -0.7188
O -1.0821 0.1910 1.8855
H -0.5523 -0.2739 -1.8286
H -0.6748 1.2302 0.1027
C 0.2643 0.3075 -1.4036
H 1.0341 0.5303 -2.1518
H -0.4739 -0.8559 1.0185
H -0.7740 0.5685 2.7224
O 0.0008 -1.4440 0.3201
C 0.9247 -0.7722 -0.4561
H 1.6958 -0.2402 0.1355
```

Output
* E_HOMO: -3.607 eV
* relative energy (zero: lowest compared OMol25 entry of this formula, charge and spin): 20.0 kJ/mol
* LUMO: 0.1633 hartree
* total charge: -1
* frontier orbital gap: 0.29585 Ha
* total energy: -286.239635 hartree

# 4
C2H5O2 | ωB97M-V/def2-TZVPD

```
9
C2H5O2 (ωB97M-V/def2-TZVPD)
C 0.7069 -0.2370 -0.0669
H -1.7840 -0.3834 0.8232
H -2.4228 1.0113 -0.2911
C -1.4915 0.4830 0.1282
O 1.9209 0.2521 0.0508
H 2.5706 0.2289 0.7513
O -0.3301 0.7155 -0.2383
H 0.2414 -1.1447 0.4363
H 0.5886 -0.9258 -1.5935
```

Output
* E_HOMO: -15.316 eV
* relative energy (zero: lowest compared OMol25 entry of this formula, charge and spin): 319.9 kJ/mol
* LUMO: -0.2515 hartree
* total charge: +1
* frontier orbital gap: 0.31138 Ha
* total energy: -229.223126 hartree

# 5
H26NO11 | ωB97M-V/def2-TZVPD

```
38
H26NO11 (ωB97M-V/def2-TZVPD)
H -0.1758 -0.8051 -1.3930
H -0.7933 2.9547 1.8616
H 2.9499 -0.0015 -1.6222
H -3.8402 -1.0696 1.2424
O 2.4856 0.8115 -1.3903
O -2.1777 1.7011 -0.9000
O 2.5735 1.1375 2.7319
H -1.7208 2.5082 -1.1665
O -0.1639 -2.1417 1.6013
O -2.4723 -2.0702 -1.3466
H -3.0461 1.7682 -1.3092
H -1.0547 -2.3759 1.8898
H -1.2601 0.6155 -3.9441
O -2.8944 -1.0906 1.4244
H -0.6709 0.3938 -0.2869
H 1.9600 1.7801 2.3531
O 0.0406 -2.5599 -2.3203
H 2.6090 1.3882 -2.1544
H -2.7328 -0.2831 1.9235
H -2.6783 -2.3661 -0.4525
H 1.0839 3.2566 0.6999
H 2.5285 -0.8761 3.0133
H 2.9065 1.5525 3.5347
O -0.3714 0.3367 -3.6998
O 1.7575 3.4434 0.0374
H -0.2000 -0.4256 -4.2605
H -0.1221 2.1675 2.9975
H 0.1266 -2.4769 -3.2739
H -3.3078 -2.0924 -1.8247
H 0.4344 -2.7970 1.9897
H 0.9297 0.1441 -0.5308
N 0.0167 -0.3373 -0.4977
H -0.0586 -1.0538 0.2576
O -0.0555 2.3639 2.0555
H -0.9169 -2.4876 -2.1388
H 3.2983 -1.9369 2.2077
H 1.9802 2.6222 -0.4091
O 3.0327 -1.6984 3.1002
```

Output
* E_HOMO: -13.277 eV
* relative energy (zero: lowest compared OMol25 entry of this formula, charge and spin): 0.0 kJ/mol
* LUMO: -0.1112 hartree
* total charge: +1
* frontier orbital gap: 0.37673 Ha
* total energy: -897.795216 hartree

- frontier orbital gap of number 3 (C2H8NO2)?
  0.29585 Ha

Repeat the second record exactly.
C12H15LiN9O | ωB97M-V/def2-TZVPD

```
38
C12H15LiN9O (ωB97M-V/def2-TZVPD)
Li 0.4027 -0.1787 -0.1927
C 1.0551 2.2150 1.6427
C -2.1814 -2.7647 1.1397
C 0.1139 0.8686 -4.3765
H 0.2937 -0.9716 -3.2838
H 1.4015 0.4057 2.5394
C 0.6759 2.5412 -0.5560
H -1.0619 -5.9228 1.3882
C 0.1232 2.2478 -4.2657
N 1.0143 3.5150 1.9000
H -2.6864 -2.4410 2.0523
C 0.3072 2.8214 -3.0171
H -1.2412 -5.1855 3.0051
N 0.7475 5.6116 1.0279
C 0.7959 4.2912 0.8396
N 0.8996 1.6596 0.4228
N 0.4776 0.6475 -2.0274
C 0.4744 1.9842 -1.9269
H -2.9296 -3.0337 0.3936
N 0.6191 3.8463 -0.4238
N -1.2268 -3.8296 1.3835
C -1.5392 -5.1232 1.9567
H 0.3202 3.8910 -2.8753
H -2.6122 -5.2834 1.8940
H -0.0108 2.8711 -5.1395
N 1.0981 -4.1004 1.2868
N 0.0412 -2.1072 0.6659
H 1.0673 -5.0460 1.6216
H 0.5686 6.2197 0.2498
C 0.2933 0.1104 -3.2308
H -0.0296 0.3767 -5.3279
H 0.8582 5.9911 1.9507
C 0.0016 -3.3645 1.1152
N 1.2569 1.3874 2.6830
O -1.5660 -0.5601 0.2376
H 1.4470 1.7879 3.5842
H 1.9869 -3.7067 1.0336
C -1.2558 -1.6713 0.6299
```

Output
* E_HOMO: -12.077 eV
* relative energy (zero: lowest compared OMol25 entry of this formula, charge and spin): 19.7 kJ/mol
* LUMO: -0.0932 hartree
* total charge: +1
* frontier orbital gap: 0.35061 Ha
* total energy: -1041.884830 hartree

- Number 5 is which compound?
  H26NO11

What did the third record say?
C2H8NO2 | ωB97M-V/def2-TZVPD

```
13
C2H8NO2 (ωB97M-V/def2-TZVPD)
H 1.4568 -1.5136 -1.0723
H 0.7176 2.0085 -0.4052
N -0.1302 1.5400 -0.7188
O -1.0821 0.1910 1.8855
H -0.5523 -0.2739 -1.8286
H -0.6748 1.2302 0.1027
C 0.2643 0.3075 -1.4036
H 1.0341 0.5303 -2.1518
H -0.4739 -0.8559 1.0185
H -0.7740 0.5685 2.7224
O 0.0008 -1.4440 0.3201
C 0.9247 -0.7722 -0.4561
H 1.6958 -0.2402 0.1355
```

Output
* E_HOMO: -3.607 eV
* relative energy (zero: lowest compared OMol25 entry of this formula, charge and spin): 20.0 kJ/mol
* LUMO: 0.1633 hartree
* total charge: -1
* frontier orbital gap: 0.29585 Ha
* total energy: -286.239635 hartree